[1]
{
  "formula": "C21H53N7O6",
  "method": "wB97M-V/def2-TZVPD",
  "symbols": ["C", "C", "C", "N", "C", "C", "C", "C", "N", "C", "N", "N", "C", "O", "O", "O", "H", "H", "H", "H", "H", "H", "H", "H", "H", "H", "H", "H", "H", "H", "H", "H", "H", "H", "H", "H", "C", "C", "C", "O", "C", "N", "H", "H", "H", "H", "H", "H", "H", "H", "H", "H", "H", "C", "C", "C", "O", "C", "N", "H", "H", "H", "H", "H", "H", "H", "H", "H", "H", "H", "C", "C", "C", "O", "C", "N", "H", "H", "H", "H", "H", "H", "H", "H", "H", "H", "H"],
  "xyz": [[-3.251, 1.090, 1.475], [-2.405, 0.361, 0.231], [-1.928, -1.110, 0.871], [-1.118, -1.935, -0.082], [-0.661, -3.259, 0.441], [-0.163, -3.315, 1.994], [0.959, -2.200, 2.422], [1.061, -2.036, 4.083], [1.898, -0.852, 4.514], [1.122, 0.450, 4.516], [1.830, 1.640, 4.466], [-0.403, 0.566, 4.618], [-0.085, -1.169, -0.857], [1.189, -0.948, -0.532], [-0.518, -0.633, -2.190], [0.346, 0.233, -2.637], [-3.926, 0.320, 2.043], [-2.412, 1.427, 2.253], [-3.791, 2.072, 1.140], [-1.463, 1.072, 0.066], [-3.058, 0.249, -0.734], [-1.421, -0.840, 1.890], [-2.944, -1.698, 1.079], [-1.499, -4.098, 0.320], [0.234, -3.630, -0.256], [-1.099, -3.222, 2.700], [0.317, -4.379, 2.243], [2.037, -2.475, 1.990], [0.738, -1.105, 2.031], [-0.029, -2.051, 4.526], [1.604, -3.005, 4.453], [2.178, -1.001, 5.526], [2.864, 1.456, 4.431], [-0.767, -0.100, 5.363], [-0.741, 0.185, 3.688], [0.289, 1.104, -2.120], [3.730, -0.774, -2.704], [4.753, -0.124, -1.776], [5.058, 1.350, -2.128], [5.913, 1.520, -3.262], [5.251, 1.427, -4.514], [5.976, -0.941, -1.766], [4.154, -1.045, -3.675], [3.346, -1.698, -2.258], [2.877, -0.109, -2.876], [4.327, -0.137, -0.765], [5.601, 1.792, -1.283], [4.139, 1.936, -2.244], [4.237, 1.836, -4.477], [5.234, 0.390, -4.851], [5.827, 2.000, -5.246], [6.618, -0.559, -1.071], [6.458, -0.776, -2.656], [-4.669, 6.347, 4.372], [-3.403, 5.501, 4.475], [-3.498, 4.151, 3.728], [-4.271, 3.156, 4.407], [-5.673, 3.280, 4.226], [-3.070, 5.310, 5.894], [-5.470, 5.989, 5.025], [-4.461, 7.381, 4.666], [-5.048, 6.363, 3.345], [-2.592, 6.075, 4.009], [-2.486, 3.735, 3.654], [-3.853, 4.282, 2.699], [-5.931, 3.643, 3.227], [-6.092, 3.934, 4.992], [-6.121, 2.291, 4.360], [-2.171, 4.831, 5.958], [-3.735, 4.628, 6.273], [-0.492, -3.015, -6.970], [0.387, -2.184, -6.039], [1.400, -3.027, -5.230], [0.828, -3.738, -4.129], [0.197, -4.958, -4.484], [-0.474, -1.383, -5.157], [-1.286, -3.545, -6.438], [-0.982, -2.369, -7.707], [0.104, -3.752, -7.519], [0.964, -1.495, -6.668], [2.132, -2.339, -4.787], [1.968, -3.706, -5.877], [0.709, -5.465, -5.307], [-0.849, -4.778, -4.736], [0.214, -5.616, -3.610], [0.114, -0.758, -4.605], [-0.869, -2.021, -4.458]],
  "forces_ev_per_angstrom": [[1.613, -0.018, 0.205], [-0.095, 0.147, 1.478], [-1.940, 1.470, -0.520], [1.588, 1.415, -0.746], [1.464, -1.932, -0.082], [0.378, 0.037, 0.750], [0.556, 0.948, 0.550], [-0.089, -1.833, -0.886], [-2.525, 0.371, 1.114], [2.761, 4.119, 0.229], [-2.746, -5.090, 0.430], [2.009, -1.837, -0.831], [5.695, 0.792, 1.073], [-7.953, -1.476, -1.637], [-2.990, -3.608, 5.194], [3.229, 4.067, -1.160], [0.980, 1.632, -1.286], [-1.917, -0.642, -1.521], [0.799, -2.105, 0.610], [-1.962, -1.695, 0.017], [1.450, 0.114, 1.840], [-0.673, -0.800, -1.863], [2.312, 1.124, -0.320], [1.491, 2.083, 0.189], [-1.937, 0.926, 1.520], [1.739, -0.066, -1.324], [-1.180, 2.208, -0.808], [-2.467, 0.571, 0.972], [0.283, -2.359, 0.474], [2.016, 0.099, -0.792], [-1.032, 1.848, -0.459], [-0.308, 0.192, -1.649], [-1.264, -0.328, -0.196], [0.764, 0.946, -1.302], [0.199, 0.542, 1.471], [-0.275, -1.739, -0.626], [-0.256, -0.130, -0.010], [0.104, 0.007, -0.404], [0.345, -0.116, 0.209], [-0.553, 0.118, 0.251], [0.437, -0.007, -0.067], [0.229, 0.367, -0.055], [0.106, 0.094, 0.099], [0.073, 0.194, -0.040], [0.077, -0.138, 0.049], [0.081, 0.091, -0.089], [0.045, -0.063, -0.182], [-0.073, -0.078, -0.153], [-0.023, -0.087, 0.063], [-0.240, -0.009, -0.103], [-0.023, -0.002, 0.178], [-0.121, -0.158, -0.038], [-0.205, -0.144, 0.267], [-0.083, 0.293, -0.079], [-0.307, -0.250, 0.181], [0.337, -0.119, 0.267], [0.064, 0.339, -0.530], [0.095, -0.288, 0.317], [0.026, -0.390, -0.130], [0.143, -0.044, -0.069], [0.009, -0.200, -0.003], [0.014, -0.012, 0.089], [-0.020, -0.179, 0.026], [-0.160, -0.029, 0.128], [-0.189, 0.062, 0.017], [0.039, 0.091, 0.026], [-0.182, 0.121, -0.142], [0.152, 0.067, -0.042], [-0.083, 0.179, 0.022], [0.176, 0.310, -0.094], [-0.060, -0.018, -0.318], [-0.291, -0.253, 0.301], [0.015, 0.352, 0.233], [0.288, -0.047, -0.508], [-0.089, 0.131, 0.407], [0.325, -0.198, 0.175], [0.144, 0.081, 0.028], [0.075, -0.057, 0.171], [-0.061, 0.036, 0.047], [0.049, -0.064, 0.149], [-0.175, -0.102, 0.073], [-0.128, -0.132, -0.046], [-0.035, 0.077, -0.052], [-0.036, -0.164, -0.195], [0.094, 0.128, -0.059], [-0.186, -0.036, -0.198], [0.064, 0.250, -0.277]],
  "mulliken_charge": [-0.736, -0.230, 0.047, 0.437, -0.732, -0.488, 0.047, -0.642, -0.391, 0.386, -0.651, -0.503, 0.044, -0.502, -0.157, -0.283, 0.240, 0.028, 0.324, 0.191, 0.254, -0.363, 0.289, 0.286, 0.307, 0.244, 0.367, 0.325, -0.088, 0.181, 0.369, 0.286, 0.281, 0.321, 0.163, 0.305, -1.513, 0.469, -0.819, -0.414, -0.615, -0.737, 0.346, 0.485, 0.243, 0.410, 0.401, 0.376, 0.259, 0.231, 0.271, 0.281, 0.317, -1.414, 0.225, -0.552, -0.339, -0.742, -0.742, 0.289, 0.356, 0.330, 0.427, 0.322, 0.370, 0.331, 0.259, 0.253, 0.296, 0.322, -1.548, 0.325, -0.249, -0.257, -0.769, -0.703, 0.273, 0.385, 0.358, 0.447, -0.148, 0.509, 0.327, 0.280, 0.235, 0.268, 0.329],
  "e_tot_ev": -45341.9324,
  "homo_ev": -8.969,
  "gap_ev": 9.293,
  "smiles": "[H]/N=C(/N)NCCCCN(CCC)C(=O)OO.COC[C@@H](C)N.COC[C@@H](C)N.COC[C@@H](C)N",
  "molar_mass_g_mol": 499.70,
  "largest_force_ev_per_a": 8.25
}

---

[2]
{
  "formula": "ClH3N2S",
  "method": "wB97M-V/def2-TZVPD",
  "symbols": ["N", "N", "S", "Cl", "H", "H", "H"],
  "xyz": [[0.156, 1.504, -0.277], [-0.227, -0.868, 0.381], [0.751, 0.448, 0.676], [2.616, -0.077, -0.159], [0.728, 2.360, -0.549], [-0.687, -0.693, -0.515], [-0.344, -1.734, 0.904]],
  "forces_ev_per_angstrom": [[0.346, 0.241, -0.274], [-0.025, 1.571, -0.989], [-0.750, 0.377, 0.318], [0.807, -0.427, -0.325], [-0.741, -1.838, 0.995], [-0.059, -0.650, 0.356], [0.423, 0.727, -0.081]],
  "mulliken_charge": [-0.581, -0.367, 0.428, -0.261, 0.272, 0.280, 0.229],
  "e_tot_ev": -26384.9943,
  "homo_ev": -9.118,
  "gap_ev": 9.723,
  "molar_mass_g_mol": 98.56,
  "largest_force_ev_per_a": 2.22,
  "de_lowest_kcal_mol": 2.53
}

---

[3]
{
  "formula": "C12H27Cl2N2O8P2",
  "method": "wB97M-V/def2-TZVPD",
  "symbols": ["C", "C", "Cl", "C", "Cl", "C", "C", "N", "C", "N", "H", "H", "H", "H", "H", "H", "H", "H", "H", "C", "O", "P", "O", "O", "C", "O", "C", "H", "H", "H", "H", "H", "H", "H", "H", "H", "C", "O", "P", "O", "O", "C", "O", "C", "H", "H", "H", "H", "H", "H", "H", "H", "H"],
  "xyz": [[4.277, -2.061, 4.928], [2.929, -1.640, 4.157], [3.353, -0.901, 2.510], [1.870, -2.830, 3.922], [1.972, -4.209, 5.123], [0.398, -2.160, 4.124], [-0.139, -0.990, 3.231], [-1.450, -0.734, 3.821], [-1.703, -1.637, 4.925], [-0.580, -2.534, 5.158], [5.134, -1.452, 4.437], [4.549, -3.168, 4.859], [4.200, -1.667, 6.007], [2.393, -0.811, 4.754], [1.899, -3.157, 2.825], [0.415, -0.499, 2.366], [-2.069, 0.019, 3.464], [-2.628, -1.696, 5.593], [-0.488, -3.252, 5.895], [3.539, 4.653, -0.686], [2.565, 4.091, -1.555], [1.611, 2.933, -0.987], [1.165, 3.120, 0.414], [2.432, 1.580, -1.260], [3.538, 1.290, -0.424], [0.430, 2.863, -2.061], [0.746, 2.677, -3.433], [3.346, 5.722, -0.579], [3.530, 4.192, 0.303], [4.527, 4.515, -1.130], [3.324, 1.538, 0.617], [4.415, 1.843, -0.766], [3.753, 0.221, -0.492], [1.781, 2.360, -3.579], [0.581, 3.613, -3.969], [0.084, 1.913, -3.843], [-1.959, -0.412, -2.440], [-2.770, -1.296, -3.199], [-3.715, -0.674, -4.340], [-3.116, 0.442, -5.106], [-5.076, -0.312, -3.569], [-5.085, 0.828, -2.728], [-4.123, -1.942, -5.215], [-4.714, -3.068, -4.581], [-0.911, -0.679, -2.584], [-2.101, 0.632, -2.727], [-2.213, -0.523, -1.383], [-4.536, 1.657, -3.179], [-4.648, 0.576, -1.759], [-6.120, 1.136, -2.573], [-5.049, -2.844, -3.566], [-3.988, -3.882, -4.545], [-5.575, -3.388, -5.170]],
  "forces_ev_per_angstrom": [[0.428, 1.226, -0.431], [0.349, -0.274, 1.149], [-0.623, -0.594, 1.055], [-1.872, 1.601, -0.182], [0.079, 0.985, -1.051], [-1.000, 1.999, -1.727], [-0.121, -4.369, 4.753], [2.176, -3.076, 1.784], [1.970, -0.180, -0.838], [-1.114, 5.078, -4.720], [-1.427, -1.111, 0.876], [-0.601, 1.610, 0.179], [0.102, -1.040, -1.584], [1.004, -1.286, -1.113], [0.182, -0.055, 1.833], [-1.268, -0.527, 1.416], [0.312, -0.930, 0.701], [1.494, 0.424, -1.414], [-0.051, 0.599, -0.718], [0.584, 0.401, 0.293], [-0.758, -0.672, 0.084], [-0.647, 0.430, 0.128], [0.377, -0.352, -1.124], [-0.784, 0.228, -0.092], [0.490, -0.151, 0.260], [0.978, -0.086, 1.419], [0.095, -0.044, -1.015], [-0.029, -0.122, -0.013], [-0.117, 0.062, -0.060], [-0.101, 0.015, -0.033], [-0.016, 0.050, -0.039], [0.020, -0.028, 0.064], [-0.101, 0.115, -0.118], [-0.097, 0.028, 0.055], [0.023, -0.074, 0.098], [0.013, 0.075, 0.107], [0.400, 0.256, 0.350], [-0.427, -0.039, -0.488], [0.107, 0.341, -1.040], [-0.479, -1.009, 0.851], [0.303, -0.490, -0.596], [-0.087, 0.465, 0.328], [0.346, 1.256, 0.711], [-0.270, -0.738, 0.237], [-0.081, 0.028, -0.026], [0.042, -0.090, -0.063], [-0.008, -0.034, -0.051], [-0.010, -0.054, -0.010], [0.013, 0.050, 0.023], [0.101, -0.147, -0.095], [0.026, 0.030, -0.108], [-0.028, 0.103, -0.004], [0.102, 0.118, 0.001]],
  "mulliken_charge": [-1.033, 0.043, -0.167, -0.011, -0.176, 0.112, -0.501, -0.056, -0.214, -0.075, 0.327, 0.305, 0.290, 0.324, 0.430, 0.462, 0.283, 0.377, 0.277, -0.702, -0.366, 1.152, -0.735, -0.292, -0.656, -0.303, -0.613, 0.273, 0.338, 0.276, 0.312, 0.281, 0.265, 0.322, 0.267, 0.179, -0.651, -0.346, 1.102, -0.677, -0.288, -0.641, -0.361, -0.626, 0.300, 0.276, 0.261, 0.335, 0.244, 0.265, 0.312, 0.248, 0.253],
  "e_tot_ev": -75860.1514,
  "homo_ev": -12.172,
  "gap_ev": 8.174,
  "molar_mass_g_mol": 460.21,
  "largest_force_ev_per_a": 7.02,
  "total_charge": 1
}

---

Number 3 is which compound?
C12H27Cl2N2O8P2

---

What did the second record say?
{
  "formula": "ClH3N2S",
  "method": "wB97M-V/def2-TZVPD",
  "symbols": ["N", "N", "S", "Cl", "H", "H", "H"],
  "xyz": [[0.156, 1.504, -0.277], [-0.227, -0.868, 0.381], [0.751, 0.448, 0.676], [2.616, -0.077, -0.159], [0.728, 2.360, -0.549], [-0.687, -0.693, -0.515], [-0.344, -1.734, 0.904]],
  "forces_ev_per_angstrom": [[0.346, 0.241, -0.274], [-0.025, 1.571, -0.989], [-0.750, 0.377, 0.318], [0.807, -0.427, -0.325], [-0.741, -1.838, 0.995], [-0.059, -0.650, 0.356], [0.423, 0.727, -0.081]],
  "mulliken_charge": [-0.581, -0.367, 0.428, -0.261, 0.272, 0.280, 0.229],
  "e_tot_ev": -26384.9943,
  "homo_ev": -9.118,
  "gap_ev": 9.723,
  "molar_mass_g_mol": 98.56,
  "largest_force_ev_per_a": 2.22,
  "de_lowest_kcal_mol": 2.53
}